Record 1
{
  "formula": "C29H50P2Zr",
  "method": "ωB97M-V/def2-TZVPD",
  "orbital_gap_ev": 7.3,
  "homo_ha": -0.484,
  "multiplicity": 1,
  "fmax_ev_per_a": 3.36,
  "total_charge": 2,
  "species": ["Zr", "C", "C", "C", "C", "C", "C", "H", "H", "H", "C", "H", "H", "H", "C", "H", "H", "H", "C", "H", "H", "H", "C", "H", "H", "H", "C", "C", "C", "C", "C", "C", "C", "C", "H", "H", "H", "H", "H", "H", "H", "H", "H", "H", "H", "H", "P", "C", "C", "P", "C", "C", "C", "H", "H", "H", "H", "H", "H", "H", "H", "H", "H", "H", "H", "H", "H", "C", "C", "C", "C", "C", "C", "H", "H", "H", "H", "H", "H", "H", "H", "H"],
  "coordinates": [[2.012, -1.113, -1.216], [-0.467, -1.108, 0.357], [-0.130, -2.278, -0.400], [1.564, -1.875, 1.138], [0.531, -0.905, 1.331], [1.100, -2.806, 0.137], [-1.702, -0.289, 0.232], [-2.510, -0.835, -0.267], [-1.527, 0.623, -0.359], [-2.081, 0.043, 1.210], [0.536, 0.191, 2.324], [-0.480, 0.471, 2.623], [0.999, 1.072, 1.870], [1.091, -0.057, 3.237], [2.879, -1.903, 1.823], [2.781, -1.608, 2.875], [3.599, -1.200, 1.360], [3.322, -2.907, 1.797], [1.792, -4.035, -0.322], [1.069, -4.789, -0.661], [2.366, -4.479, 0.500], [2.508, -3.873, -1.154], [-1.084, -2.965, -1.306], [-0.915, -4.046, -1.308], [-1.000, -2.621, -2.340], [-2.121, -2.774, -1.002], [-1.806, 3.482, -1.638], [-2.816, 2.590, -1.728], [-3.362, 1.859, -2.921], [-2.621, 1.975, -4.290], [-1.395, 1.062, -4.326], [-0.493, 1.275, -3.142], [0.209, 2.592, -2.928], [-0.721, 3.782, -2.626], [-4.393, 2.212, -3.082], [-2.360, 3.014, -4.528], [-3.472, 0.804, -2.643], [-1.089, 4.206, -3.578], [-1.804, 4.152, -0.768], [-3.424, 2.450, -0.821], [-0.075, 4.567, -2.197], [0.922, 2.442, -2.095], [-0.935, 0.940, -2.200], [0.866, 2.888, -3.763], [-3.312, 1.630, -5.080], [-1.765, 0.021, -4.329], [-0.120, 1.050, -5.635], [0.003, 2.726, -6.270], [-0.620, -0.034, -6.983], [1.203, -0.035, -3.238], [1.463, 0.543, -4.982], [0.829, -1.804, -3.626], [3.340, -0.343, -3.118], [0.938, 3.199, -5.937], [-0.833, 3.350, -5.935], [-0.009, 2.681, -7.369], [-0.249, 0.393, -7.934], [-1.718, -0.114, -7.036], [-0.200, -1.041, -6.860], [3.561, 0.299, -3.978], [3.711, -1.358, -3.335], [3.836, 0.133, -2.249], [2.161, 1.400, -5.013], [1.869, -0.272, -5.615], [1.191, -2.570, -2.881], [1.322, -2.057, -4.585], [-0.261, -1.898, -3.732], [2.072, 3.666, 1.386], [3.178, 2.652, 1.100], [4.380, 3.318, 0.445], [3.654, 1.955, 2.378], [2.614, 1.677, 0.195], [2.100, 0.907, -0.625], [2.421, 4.464, 2.049], [1.204, 3.183, 1.849], [1.732, 4.121, 0.448], [4.805, 4.062, 1.123], [5.148, 2.574, 0.223], [4.103, 3.812, -0.489], [2.825, 1.492, 2.923], [4.371, 1.163, 2.129], [4.153, 2.672, 3.039]],
  "mulliken_charge": [-0.26, 0.82, 1.01, 0.04, 0.95, 0.12, -1.67, 0.32, 0.16, 0.50, -1.33, 0.42, -0.09, 0.45, -1.15, 0.38, 0.11, 0.33, -1.22, 0.32, 0.49, 0.18, -1.66, 0.38, 0.15, 0.44, -0.26, -0.59, -0.84, -0.94, 0.03, 0.33, -0.19, -0.96, 0.56, 0.38, 0.30, 0.35, 0.40, 0.42, 0.56, -0.34, -0.79, 0.03, 0.50, 0.59, 0.94, -1.35, -1.32, 2.24, -2.02, -1.77, -1.45, 0.45, 0.35, 0.49, 0.48, 0.41, 0.43, 0.65, 0.42, 0.46, 0.63, 0.78, 0.65, 0.58, 0.21, -1.33, 1.95, -1.76, -1.21, 0.11, -0.88, 0.44, 0.31, 0.25, 0.44, 0.38, 0.34, 0.18, 0.31, 0.45]
}


Record 2
{
  "formula": "C29H51Br2F3NO11P2",
  "method": "ωB97M-V/def2-TZVPD",
  "orbital_gap_ev": 6.3,
  "homo_ha": -0.173,
  "multiplicity": 1,
  "fmax_ev_per_a": 3.48,
  "total_charge": -1,
  "species": ["C", "C", "O", "P", "O", "C", "C", "P", "C", "C", "C", "N", "C", "C", "O", "C", "C", "C", "C", "C", "F", "Br", "C", "F", "F", "Br", "O", "O", "C", "C", "H", "H", "H", "H", "H", "H", "H", "H", "H", "H", "H", "H", "H", "H", "H", "H", "H", "H", "H", "H", "H", "H", "H", "H", "H", "H", "H", "O", "C", "O", "C", "C", "C", "H", "H", "H", "H", "H", "H", "H", "H", "O", "C", "O", "C", "C", "C", "H", "H", "H", "H", "H", "H", "H", "H", "O", "C", "O", "C", "C", "C", "H", "H", "H", "H", "H", "H", "H", "H"],
  "coordinates": [[2.636, -5.030, 1.298], [1.284, -4.485, 0.703], [0.224, -5.451, 0.838], [-1.294, -4.834, 0.543], [-1.941, -5.759, -0.446], [-1.313, -3.135, -0.194], [-2.035, -2.142, 0.814], [-2.502, -0.481, 0.003], [-3.902, -0.014, 1.208], [-4.965, 0.937, 0.836], [-5.936, 1.243, 1.850], [-6.041, 0.804, 3.117], [-5.101, -0.097, 3.486], [-4.061, -0.493, 2.577], [-1.264, -0.545, -1.229], [-0.227, 0.377, -0.852], [-0.300, 0.914, 0.676], [1.049, 0.514, 1.367], [1.495, 1.453, 2.542], [0.648, 1.342, 3.845], [1.398, 2.026, 4.856], [-1.060, 2.362, 3.685], [0.430, -0.116, 4.399], [0.207, 0.010, 5.765], [-0.681, -0.692, 3.892], [1.969, -1.311, 4.210], [-1.409, 0.223, 1.207], [-2.089, -4.847, 2.017], [-2.999, -5.958, 2.121], [-4.381, -5.536, 1.473], [2.548, -5.015, 2.409], [3.499, -4.425, 0.928], [2.806, -6.089, 0.972], [1.053, -3.467, 1.095], [1.478, -4.376, -0.402], [-1.976, -3.180, -1.097], [-0.330, -2.760, -0.551], [-1.407, -2.034, 1.728], [-3.000, -2.629, 1.128], [-3.482, -1.031, -0.907], [-2.634, 0.907, -0.449], [-5.012, 1.396, -0.175], [-6.711, 1.992, 1.545], [-5.118, -0.509, 4.513], [-3.304, -1.217, 2.957], [-0.085, 1.185, -1.629], [0.689, -0.253, -1.038], [-0.465, 2.025, 0.625], [0.989, -0.565, 1.640], [1.853, 0.586, 0.583], [2.544, 1.169, 2.829], [1.533, 2.517, 2.220], [-3.237, -6.158, 3.201], [-2.604, -6.913, 1.709], [-4.183, -5.032, 0.492], [-4.823, -4.755, 2.134], [-5.050, -6.413, 1.321], [1.980, -2.105, -2.351], [2.565, -1.401, -3.131], [2.394, -0.067, -3.090], [3.167, 0.867, -3.851], [2.611, 1.027, -5.251], [3.426, -1.997, -4.215], [4.226, 0.593, -3.847], [3.093, 1.819, -3.322], [2.647, 0.094, -5.808], [3.175, 1.780, -5.805], [1.564, 1.330, -5.211], [2.788, -2.315, -5.041], [3.943, -2.865, -3.805], [4.197, -1.327, -4.590], [-0.417, 7.308, 8.997], [0.303, 6.381, 8.729], [0.509, 6.044, 7.446], [1.475, 5.074, 7.016], [0.922, 3.667, 7.098], [0.913, 5.536, 9.819], [2.413, 5.190, 7.564], [1.695, 5.312, 5.974], [0.670, 3.396, 8.125], [1.644, 2.948, 6.721], [0.005, 3.581, 6.515], [0.175, 4.812, 10.162], [1.189, 6.189, 10.646], [1.820, 5.015, 9.521], [1.791, 0.113, -7.927], [1.797, 0.832, -8.890], [1.981, 2.157, -8.731], [2.173, 3.076, -9.812], [0.848, 3.522, -10.396], [1.516, 0.287, -10.267], [2.846, 2.659, -10.564], [2.685, 3.939, -9.384], [0.292, 2.683, -10.818], [1.005, 4.262, -11.182], [0.219, 3.960, -9.619], [0.438, 0.188, -10.396], [1.980, -0.695, -10.348], [1.924, 0.890, -11.075]],
  "mulliken_charge": [-1.35, 0.55, -0.45, 0.69, -0.82, -0.20, -0.49, 0.38, 0.52, -0.55, -0.24, -0.67, -0.42, -0.25, -0.59, -0.42, 0.49, 0.56, -1.56, 0.53, -0.29, -0.09, 0.41, -0.27, -0.13, -0.13, -0.09, -0.37, -0.41, -0.82, 0.32, 0.32, 0.32, -0.10, 0.26, 0.51, 0.11, -0.01, 0.44, 0.16, -0.08, 0.33, 0.28, 0.32, 0.14, -0.02, -0.01, 0.22, -0.59, 0.26, 0.42, 0.44, 0.33, 0.35, 0.20, 0.24, 0.35, -0.49, 0.94, -0.29, -0.61, -0.75, -1.38, 0.36, 0.35, 0.24, 0.37, 0.29, 0.25, 0.35, 0.39, -0.58, 0.72, -0.38, -0.55, -0.65, -0.88, 0.36, 0.33, 0.32, 0.24, 0.21, 0.23, 0.31, 0.32, -0.51, 0.84, -0.36, -0.45, -0.97, -1.16, 0.37, 0.32, 0.28, 0.35, 0.31, 0.28, 0.32, 0.34]
}